[1]
Computed, not measured: the molecule C5H11NO, with ωB97M-V with the def2-TZVPD basis set.

The geometry in XYZ format:
```
18
Properties=species:S:1:pos:R:3:forces:R:3:mulliken_charge:R:1
C 2.426 -0.819 0.945 0.050 -0.079 0.055 -1.314
C 1.151 -0.177 0.421 0.029 0.067 -0.064 -0.208
C -0.176 -0.616 1.047 0.104 -0.095 0.088 -0.631
N -1.262 0.124 0.405 -0.003 0.103 -0.104 -0.253
C -1.404 0.029 -0.956 0.065 -0.027 -0.099 0.706
O -1.011 -0.941 -1.583 -0.193 0.215 0.185 -0.610
C -1.978 1.244 -1.656 -0.104 0.002 -0.051 -1.069
H 3.281 -0.422 0.384 -0.123 -0.146 0.144 0.340
H 2.602 -0.606 2.006 -0.083 -0.085 -0.130 0.331
H 2.407 -1.906 0.801 0.033 0.162 0.087 0.334
H 1.218 0.912 0.532 0.023 -0.071 -0.026 0.239
H 1.067 -0.391 -0.648 0.098 0.102 0.095 0.341
H -0.350 -1.689 0.921 0.083 0.165 -0.048 0.270
H -0.212 -0.399 2.120 0.015 -0.035 -0.165 0.362
H -1.493 1.014 0.821 0.033 -0.078 -0.124 0.270
H -1.126 1.826 -2.028 -0.133 -0.072 0.073 0.244
H -2.580 1.891 -1.011 0.068 -0.146 -0.050 0.338
H -2.561 0.927 -2.521 0.038 0.020 0.134 0.310
```
Forces are in eV/Å.

- Orbital gap: 10.50 eV
- Total energy: -327.1241 Ha
- Spin multiplicity: 1
- SMILES: CCCNC(C)=O
- Total charge: 0

[2]
Computed, not measured: the molecule C8H14, with ωB97M-V with the def2-TZVPD basis set.

The geometry in XYZ format:
```
22
Properties=species:S:1:pos:R:3:forces:R:3:mulliken_charge:R:1
C 1.736 -0.980 -2.064 3.059 -3.958 -0.693 -1.262
C 0.499 -0.360 -1.614 0.454 2.956 2.434 0.081
C -0.057 -0.923 -0.200 0.097 -2.421 -1.015 -1.375
C -1.102 -0.066 0.463 0.376 2.645 1.482 0.716
C -0.794 1.128 1.154 0.071 -1.242 -2.825 -0.536
C 0.615 1.407 1.552 0.588 0.436 1.295 0.207
C 0.902 2.066 2.733 -2.159 -1.964 -1.302 -0.814
C -2.478 -0.612 0.179 -0.366 -0.865 -1.278 -1.289
H 2.732 -0.888 -1.560 -1.275 -0.122 1.211 0.292
H 1.505 -2.126 -2.159 0.877 1.806 -0.034 0.241
H 2.216 -0.662 -2.995 -1.347 0.169 -0.747 0.388
H 0.761 0.731 -1.444 -0.751 -0.894 -0.157 0.168
H -0.113 -0.399 -2.503 -1.219 -0.069 0.410 0.332
H 0.734 -1.364 0.464 -0.172 1.121 -0.630 0.484
H -0.597 -1.882 -0.462 0.559 0.779 0.113 0.483
H -1.379 2.072 0.957 -0.341 -1.405 1.300 0.248
H 1.377 0.942 0.882 -0.262 0.697 0.752 0.210
H -0.080 2.185 3.363 2.418 0.438 -0.843 0.230
H 1.937 2.151 3.116 -0.957 0.218 -0.134 0.298
H -2.721 -1.561 0.819 0.588 1.720 -1.107 0.233
H -2.361 -0.953 -0.917 -0.848 0.252 1.556 0.316
H -3.331 0.094 0.235 0.609 -0.295 0.213 0.348
```
Forces are in eV/Å.

- Orbital gap: 9.08 eV
- Total energy: -313.0888 Ha
- Spin multiplicity: 1
- SMILES: C=C/C=C(/C)CCC
- Total charge: 0

[3]
Computed, not measured: an isolated ion of composition C8H19O2S and charge +1, with ωB97M-V with the def2-TZVPD basis set.

The geometry in XYZ format:
```
30
Properties=species:S:1:pos:R:3:forces:R:3:mulliken_charge:R:1
C -0.118 3.519 -0.945 -0.022 0.081 0.030 -0.565
O -1.219 2.767 -1.422 0.074 -0.140 -0.008 -0.376
C -2.097 2.282 -0.435 0.082 0.085 0.028 -0.861
C -1.946 0.769 -0.244 -0.113 -0.116 -0.121 -0.538
C -0.647 0.423 0.464 0.105 0.175 -0.024 -0.338
S -0.395 -1.321 0.967 -0.035 0.089 0.042 0.262
C -1.845 -2.230 0.417 -0.035 -0.042 -0.090 -1.094
C 0.876 -1.927 -0.178 0.036 -0.080 -0.029 -1.320
C 2.248 -1.981 0.503 -0.030 -0.096 0.072 0.586
C 2.792 -0.608 0.917 0.012 -0.021 0.051 -0.954
O 3.182 -2.601 -0.359 0.011 0.184 -0.194 -0.540
H 0.379 3.943 -1.815 -0.016 -0.015 0.027 0.263
H -0.449 4.333 -0.293 0.029 -0.021 -0.029 0.322
H 0.606 2.901 -0.398 -0.034 0.014 0.007 0.174
H -3.119 2.477 -0.769 0.027 -0.007 -0.006 0.378
H -1.950 2.816 0.513 -0.044 -0.078 -0.023 0.432
H -1.953 0.316 -1.239 -0.099 -0.033 0.062 0.291
H -2.820 0.405 0.303 0.082 0.085 0.051 0.355
H -0.521 0.991 1.387 -0.044 -0.067 -0.007 0.545
H 0.203 0.633 -0.184 -0.010 0.086 0.025 0.205
H -2.736 -1.650 0.644 0.051 -0.036 0.082 0.416
H -1.786 -2.430 -0.650 -0.039 0.039 0.020 0.392
H -1.859 -3.155 0.992 0.015 -0.001 -0.064 0.425
H 0.867 -1.288 -1.065 0.018 -0.034 0.012 0.540
H 0.553 -2.935 -0.450 0.009 0.033 0.009 0.666
H 2.138 -2.612 1.394 -0.007 0.029 -0.028 0.236
H 2.922 -0.536 1.997 -0.026 0.014 -0.030 0.255
H 2.162 0.224 0.596 0.036 -0.036 -0.027 0.126
H 3.766 -0.471 0.451 -0.019 -0.019 0.031 0.393
H 2.767 -3.055 -1.100 -0.013 -0.075 0.129 0.324
```
Forces are in eV/Å.

- Orbital gap: 10.17 eV
- Total energy: -864.5845 Ha
- Spin multiplicity: 1
- Total charge: +1

[4]
Computed, not measured: C38H35AlN2O3P2S2 as an isolated structure, with ωB97M-V with the def2-TZVPD basis set.

The geometry in XYZ format:
```
83
Properties=species:S:1:pos:R:3:forces:R:3:mulliken_charge:R:1
Al -1.615 0.441 -1.346 0.147 -0.073 -0.118 -0.063
S -0.840 -1.420 2.092 0.125 0.086 0.053 -0.754
P 0.265 0.022 1.283 0.110 0.234 -0.316 2.325
C 0.078 0.408 -0.383 -0.206 -0.423 0.345 -0.122
P 0.975 -0.171 -1.692 0.015 0.162 0.001 1.040
S -0.399 -0.391 -3.208 0.070 -0.028 0.037 -0.662
C 1.934 -1.690 -1.392 0.057 0.047 -0.023 0.513
C 1.249 -2.877 -1.137 0.027 0.007 0.024 0.418
C 1.950 -4.024 -0.803 -0.043 -0.007 0.014 -0.547
C 3.337 -4.000 -0.718 0.015 0.000 -0.003 -0.823
C 4.020 -2.820 -0.957 -0.007 0.010 -0.005 -0.769
C 3.322 -1.667 -1.289 0.001 -0.011 0.002 -0.486
C 2.210 0.989 -2.355 0.002 0.018 0.008 0.153
C 2.370 2.229 -1.754 -0.013 -0.010 -0.023 -0.043
C 3.276 3.146 -2.274 0.014 0.014 -0.011 -0.943
C 4.016 2.824 -3.401 0.000 0.018 0.007 -0.507
C 3.844 1.590 -4.019 -0.020 -0.040 -0.003 -0.713
C 2.941 0.677 -3.500 0.031 0.050 0.020 -0.251
C 2.032 -0.281 1.631 -0.030 -0.076 0.062 0.162
C 2.461 -1.517 2.100 0.031 0.032 -0.016 -0.551
C 3.813 -1.751 2.312 -0.005 0.017 0.000 -0.612
C 4.741 -0.749 2.064 0.002 -0.028 0.011 -0.559
C 4.315 0.492 1.607 -0.004 0.029 -0.010 -0.727
C 2.966 0.725 1.394 0.009 0.007 -0.006 -0.129
C -0.089 1.572 2.185 -0.012 0.005 0.020 0.135
C -0.068 1.585 3.578 -0.020 0.038 0.006 -0.805
C -0.351 2.752 4.268 0.007 -0.037 0.006 -0.691
C -0.677 3.912 3.574 -0.008 0.027 -0.023 -0.604
C -0.707 3.904 2.188 0.004 -0.005 0.015 -0.915
C -0.403 2.738 1.495 0.011 0.000 0.034 0.279
H 0.167 -2.883 -1.187 -0.006 -0.013 -0.016 -0.231
H 1.422 -4.946 -0.597 0.002 -0.004 -0.016 0.238
H 3.879 -4.900 -0.456 -0.008 0.006 -0.001 0.404
H 5.099 -2.786 -0.872 -0.007 0.000 -0.002 0.415
H 3.864 -0.745 -1.447 -0.002 -0.002 -0.006 0.298
H 1.762 2.470 -0.889 0.000 0.001 -0.004 0.337
H 3.399 4.112 -1.800 -0.002 -0.005 -0.002 0.456
H 4.722 3.537 -3.808 -0.007 -0.003 0.007 0.395
H 4.411 1.344 -4.908 -0.002 0.005 0.009 0.409
H 2.796 -0.281 -3.988 0.007 0.002 -0.007 0.445
H 1.724 -2.286 2.292 0.005 -0.006 0.002 0.267
H 4.142 -2.719 2.670 -0.002 0.007 -0.003 0.446
H 5.795 -0.932 2.232 -0.008 0.002 -0.002 0.387
H 5.035 1.279 1.420 -0.007 -0.001 0.000 0.438
H 2.634 1.697 1.048 0.006 -0.008 0.008 0.288
H 0.154 0.669 4.114 0.000 0.007 0.004 0.399
H -0.329 2.758 5.351 0.002 -0.002 -0.007 0.396
H -0.907 4.821 4.118 0.000 -0.008 -0.004 0.391
H -0.964 4.803 1.640 -0.001 -0.005 0.001 0.452
H -0.407 2.721 0.412 0.016 -0.005 -0.004 0.042
C -5.363 1.517 0.230 0.025 0.000 0.034 -1.834
C -4.032 1.733 -0.426 0.014 -0.054 0.033 1.236
O -3.389 0.690 -0.718 -0.056 0.169 0.180 -0.388
C -3.546 3.042 -0.705 0.032 0.039 -0.041 0.847
C -4.231 4.195 -0.250 -0.018 -0.007 0.004 -0.758
C -3.780 5.447 -0.547 -0.024 0.026 0.021 -0.833
C -2.621 5.588 -1.339 0.015 -0.048 -0.003 -0.519
C -1.940 4.499 -1.807 0.016 0.055 -0.031 -0.447
C -2.371 3.185 -1.494 0.034 -0.011 0.068 0.195
O -1.685 2.182 -1.926 -0.064 0.004 -0.217 -0.452
H -5.588 0.455 0.223 -0.008 -0.005 0.005 0.332
H -6.151 2.072 -0.276 0.005 0.005 -0.001 0.483
H -5.319 1.864 1.265 0.000 -0.004 -0.007 0.401
H -5.119 4.076 0.357 0.012 0.006 -0.007 0.414
H -4.300 6.322 -0.182 0.003 -0.009 -0.005 0.405
H -2.263 6.582 -1.581 0.002 -0.006 -0.002 0.407
H -1.048 4.597 -2.412 -0.009 0.000 0.004 0.505
N -2.222 -1.474 -1.032 -0.100 0.048 -0.238 -0.314
C -2.454 -2.532 -0.646 -0.020 -0.153 0.218 0.718
N -2.743 -3.707 -0.154 -0.017 0.098 -0.042 0.013
C -2.669 -4.931 -0.953 0.030 0.013 0.011 -0.707
C -1.668 -5.875 -0.310 -0.006 0.003 0.041 0.320
O -1.976 -6.086 1.053 0.000 -0.018 -0.013 -0.434
C -1.895 -4.872 1.793 0.031 0.006 -0.041 -0.209
C -2.920 -3.874 1.296 -0.103 -0.093 0.056 -0.664
H -2.373 -4.676 -1.970 -0.007 -0.001 -0.011 0.436
H -3.659 -5.393 -0.974 -0.007 0.004 -0.003 0.319
H -0.660 -5.454 -0.405 0.019 0.010 0.001 -0.366
H -1.692 -6.848 -0.799 -0.007 -0.003 -0.004 0.379
H -0.892 -4.436 1.705 -0.019 -0.009 -0.001 0.152
H -2.082 -5.125 2.835 -0.003 -0.003 0.010 0.347
H -2.782 -2.907 1.775 -0.056 -0.057 -0.028 0.344
H -3.933 -4.241 1.483 -0.007 -0.035 -0.049 0.259
```
Forces are in eV/Å.

- Orbital gap: 6.73 eV
- Total energy: -3525.9888 Ha
- Spin multiplicity: 1
- Total charge: 0

[5]
Computed, not measured: a 2-piece molecular cluster, C2H7N2S overall, with ωB97M-V with the def2-TZVPD basis set.

The geometry in XYZ format:
```
12
Properties=species:S:1:pos:R:3:forces:R:3:mulliken_charge:R:1
N 0.199 0.755 1.271 -0.322 0.123 0.256 -0.302
C -0.822 1.635 1.479 0.132 0.160 -0.183 0.056
N -1.941 1.548 0.885 -0.076 -0.041 -0.077 -0.634
H 1.075 1.020 1.683 0.159 -0.201 -0.236 0.221
H 0.180 0.206 0.404 0.183 0.365 0.629 0.131
H -0.561 2.437 2.175 -0.084 -0.041 0.157 0.280
H -2.544 2.316 1.161 -0.033 -0.036 0.028 0.225
C 1.192 -2.248 -0.823 0.368 0.197 -0.275 -0.670
S 0.529 -0.720 -1.486 0.028 -0.369 -0.472 -0.143
H 1.766 -2.092 0.089 -0.225 0.022 0.121 0.278
H 0.349 -2.913 -0.637 -0.032 -0.050 0.088 0.278
H 1.843 -2.709 -1.564 -0.100 -0.128 -0.036 0.280
```
Forces are in eV/Å.

- Orbital gap (spin up / spin down): 9.79 / 6.66 eV
- Total energy: -588.0382 Ha
- Spin multiplicity: 2
- Expectation value of S²: 0.75
- Total charge: 0

[6]
Computed, not measured: a 2-piece molecular cluster, CH6OS2 overall, with ωB97M-V with the def2-TZVPD basis set.

The geometry in XYZ format:
```
10
Properties=species:S:1:pos:R:3:forces:R:3:mulliken_charge:R:1
C -0.758 0.401 -2.041 0.151 -1.140 2.050 -0.675
S -0.199 1.301 -0.441 0.166 1.127 -0.381 -0.081
S 0.390 0.411 1.420 0.058 -0.558 -1.986 -0.208
H -0.139 -0.492 -2.162 -0.117 0.272 -0.284 0.229
H -0.731 1.084 -2.891 0.420 0.229 0.489 0.311
H -1.777 0.106 -1.833 -0.187 -0.163 -0.257 0.243
H 1.610 -0.005 0.963 -0.432 0.241 0.436 0.157
H 0.790 -2.523 0.740 -0.124 -0.225 0.211 0.299
H -0.103 -3.693 0.198 0.189 0.015 0.272 0.300
O 0.214 -2.803 0.026 -0.125 0.202 -0.551 -0.575
```
Forces are in eV/Å.

- Orbital gap: 8.77 eV
- Total energy: -913.2726 Ha
- Spin multiplicity: 1
- SMILES: CSS.O
- Total charge: 0